w:
ORCA calculation (ωB97M-V/def2-TZVPD) on one molecule with the formula C15H18N2O3.

Structure (ORCA input):
```
! RIJCOSX wB97M-V def2-TZVPD def2/J DEFGRID3
* xyz 0 1
O -0.358 -1.611 1.652
C 0.591 -1.207 1.009
N 1.110 -1.863 -0.051
C 0.421 -2.965 -0.681
C -0.272 -2.510 -1.978
C -1.139 -1.308 -1.717
C -0.759 -0.091 -2.083
C -1.528 1.159 -1.785
C -2.573 0.918 -0.701
C -3.348 -0.355 -1.022
C -2.407 -1.553 -0.950
C 1.303 0.059 1.379
C 1.448 0.361 2.731
C 2.063 1.533 3.123
C 2.517 2.414 2.149
N 3.161 3.643 2.548
O 3.298 3.847 3.734
O 3.529 4.394 1.670
C 2.354 2.141 0.797
C 1.748 0.960 0.415
H 1.867 -1.442 -0.567
H -0.318 -3.323 0.038
H 1.134 -3.765 -0.894
H 0.489 -2.264 -2.723
H -0.869 -3.340 -2.359
H 0.151 0.044 -2.657
H -2.016 1.505 -2.703
H -0.837 1.949 -1.476
H -2.077 0.798 0.264
H -3.247 1.774 -0.634
H -3.771 -0.276 -2.027
H -4.171 -0.488 -0.318
H -2.153 -1.747 0.096
H -2.902 -2.447 -1.338
H 1.069 -0.337 3.462
H 2.194 1.782 4.165
H 2.702 2.858 0.069
H 1.594 0.756 -0.634
*
```

## Properties
Highest occupied orbital energy   -9.19 eV
SMILES string   O=C(NCCC1=CCCCC1)c1ccc([N+](=O)[O-])cc1
Kohn-Sham gap   8.42 eV



x:
ORCA calculation (ωB97M-V/def2-TZVPD) on one molecule with the formula C15H18N2O3.

Structure (ORCA input):
```
! RIJCOSX wB97M-V def2-TZVPD def2/J DEFGRID3
* xyz 0 1
C 5.452 1.281 -0.663
C 4.630 0.803 0.521
O 3.264 1.153 0.308
C 2.328 0.283 0.702
O 2.604 -0.771 1.251
C 0.969 0.741 0.401
C 0.762 2.040 -0.115
N -0.383 2.514 -0.498
C -1.486 1.756 -0.297
C -2.739 2.307 -0.625
C -3.893 1.630 -0.342
C -3.858 0.390 0.318
C -5.143 -0.280 0.699
C -2.641 -0.177 0.611
C -1.431 0.455 0.267
C -0.140 -0.113 0.524
N 0.000 -1.407 0.929
C -0.579 -2.517 0.206
C 0.361 -2.980 -0.921
O 0.601 -1.966 -1.863
H 5.347 2.356 -0.781
H 6.499 1.041 -0.500
H 5.113 0.797 -1.575
H 4.702 -0.283 0.645
H 4.962 1.285 1.448
H 1.614 2.694 -0.240
H -2.753 3.285 -1.079
H -4.852 2.063 -0.591
H -5.733 -0.500 -0.191
H -5.737 0.376 1.335
H -4.959 -1.208 1.233
H -2.611 -1.099 1.172
H 0.965 -1.599 1.204
H -1.532 -2.220 -0.238
H -0.747 -3.345 0.900
H -0.063 -3.874 -1.401
H 1.342 -3.232 -0.510
H -0.237 -1.678 -2.243
*
```

## Properties
Highest occupied orbital energy   -8.03 eV
SMILES string   CCOC(=O)c1cnc2ccc(C)cc2c1NCCO
Kohn-Sham gap   8.28 eV



Relative energies with respect to the most stable structure, expressed in eV: w 2.735; x 0.000.



w:
ORCA calculation (ωB97M-V/def2-TZVPD) on one molecule with the formula C4H5ClS2.

Structure (ORCA input):
```
! RIJCOSX wB97M-V def2-TZVPD def2/J DEFGRID3
* xyz 0 1
C 1.246 -0.235 -0.816
C 0.249 0.573 -0.027
C -0.409 1.470 -0.822
Cl -1.453 2.898 -0.321
S 0.049 0.312 1.752
C -0.905 -1.231 1.881
S -1.810 -1.861 0.678
H 0.808 -0.347 -2.014
H 2.431 0.339 -0.804
H 1.248 -1.309 -0.478
H -0.387 1.242 -1.872
H -1.065 -1.850 2.843
*
```

## Properties
Highest occupied orbital energy   -8.92 eV
SMILES string   C/C(=C/Cl)SC=S
Kohn-Sham gap   8.41 eV



x:
ORCA calculation (ωB97M-V/def2-TZVPD) on one molecule with the formula C4H5ClS2.

Structure (ORCA input):
```
! RIJCOSX wB97M-V def2-TZVPD def2/J DEFGRID3
* xyz 0 1
C 0.251 1.484 -0.484
C -0.291 0.185 0.055
C -1.589 0.006 0.251
Cl -2.304 -1.430 0.915
C 0.735 -0.841 0.392
S 1.731 -0.698 1.682
S 0.780 -2.138 -0.780
H 0.808 1.329 -1.398
H 0.944 1.952 0.247
H -0.555 2.201 -0.714
H -2.316 0.788 0.020
H 1.805 -2.837 -0.186
*
```

## Properties
Highest occupied orbital energy   -8.88 eV
SMILES string   C/C(=C/Cl)C(=S)S
Kohn-Sham gap   8.44 eV



Relative energies with respect to the most stable structure, expressed in eV: w 2.264; x 0.000.



w:
ORCA calculation (ωB97M-V/def2-TZVPD) on one molecule with the formula C2H5N5.

Structure (ORCA input):
```
! RIJCOSX wB97M-V def2-TZVPD def2/J DEFGRID3
* xyz 0 1
H 1.883 -1.331 -0.636
N 1.006 -1.820 -0.066
C -0.118 -1.162 -0.022
N -1.406 -1.420 0.224
N -2.211 -0.554 0.216
N -1.459 0.677 -0.155
N -0.113 0.186 -0.523
C 0.899 0.949 0.438
H -1.773 1.088 -0.982
H 0.745 0.542 1.440
H 0.812 2.083 0.217
H 1.735 0.762 -0.152
*
```

## Properties
Highest occupied orbital energy   -9.44 eV
SMILES string   [H]/N=c1/nn[nH]n1C
Kohn-Sham gap   8.99 eV



x:
ORCA calculation (ωB97M-V/def2-TZVPD) on one molecule with the formula C2H5N5.

Structure (ORCA input):
```
! RIJCOSX wB97M-V def2-TZVPD def2/J DEFGRID3
* xyz 0 1
C -2.153 -0.076 0.169
N -0.631 -0.222 -0.275
N -0.108 -1.448 -0.132
N 1.247 -1.360 0.051
N 1.645 -0.052 0.188
C 0.433 0.600 0.022
N 0.264 2.039 -0.122
H -2.259 -0.004 1.253
H -2.842 0.514 -0.615
H -2.611 -1.110 -0.078
H 1.279 2.375 -0.445
H -0.165 2.382 0.760
*
```

## Properties
Highest occupied orbital energy   -9.63 eV
SMILES string   Cn1nnnc1N
Kohn-Sham gap   10.09 eV



Relative energies with respect to the most stable structure, expressed in eV: w 1.691; x 0.000.



w:
ORCA calculation (ωB97M-V/def2-TZVPD) on an isolated ion of composition H2NOS2 and charge -1.

Structure (ORCA input):
```
! RIJCOSX wB97M-V def2-TZVPD def2/J DEFGRID3
* xyz -1 1
N -0.300 -0.448 -1.077
S 0.869 -0.583 -0.015
O 1.335 -1.939 0.139
S 2.269 0.723 -0.101
H -0.866 0.334 -1.066
H 0.388 -0.271 1.488
*
```

## Properties
Highest occupied orbital energy   -3.80 eV
SMILES string   N=[S@@H]([O-])=S
Kohn-Sham gap   7.67 eV



x:
ORCA calculation (ωB97M-V/def2-TZVPD) on an isolated ion of composition H2NOS2 and charge -1.

Structure (ORCA input):
```
! RIJCOSX wB97M-V def2-TZVPD def2/J DEFGRID3
* xyz -1 1
O 0.319 -1.591 0.133
N 0.180 -0.519 0.560
S -1.648 0.307 -0.297
S 1.730 0.720 0.069
H -1.578 -0.792 -1.042
H 0.997 1.876 0.578
*
```

## Properties
Highest occupied orbital energy (alpha / beta)   -2.82 / -2.82 eV
SMILES string   [O-]N(S)S
Kohn-Sham gap (alpha / beta)   6.73 / 6.73 eV



Relative energies with respect to the most stable structure, expressed in eV: w 0.000; x 1.306.



w:
ORCA calculation (ωB97M-V/def2-TZVPD) on a 2-piece molecular cluster, C6H15NO overall.

Structure (ORCA input):
```
! RIJCOSX wB97M-V def2-TZVPD def2/J DEFGRID3
* xyz -1 2
C 2.556 1.106 0.072
C 1.941 0.337 -1.093
N 1.036 -2.291 -0.111
C 0.091 -1.204 -0.388
C 0.477 -0.030 -0.902
C -0.412 1.226 -0.728
C -1.297 -1.665 -0.235
H 3.639 0.985 -0.096
H 2.261 0.644 1.021
H 2.268 2.154 0.171
H 1.978 1.032 -1.944
H 2.448 -0.557 -1.448
H 1.072 -2.512 0.867
H 1.890 -2.205 -0.631
H -1.083 1.160 0.161
H 0.189 2.122 -0.631
H -1.173 1.209 -1.536
H -1.729 -1.903 -1.236
H -1.520 -2.541 0.359
H -2.065 -0.971 0.147
H -4.876 1.685 2.494
H -3.496 0.875 2.593
O -4.197 1.343 3.092
*
```

## Properties
Highest occupied orbital energy (alpha / beta)   1.00 / -4.76 eV
Kohn-Sham gap (alpha / beta)   2.58 / 8.18 eV



x:
ORCA calculation (ωB97M-V/def2-TZVPD) on C6H15NO as an isolated structure.

Structure (ORCA input):
```
! RIJCOSX wB97M-V def2-TZVPD def2/J DEFGRID3
* xyz -1 2
C 1.493 0.326 -0.294
C 1.656 -1.229 0.070
C 2.553 -1.749 1.049
O -0.877 -0.244 2.200
C 0.049 0.909 0.030
N -0.969 0.476 -0.891
C -1.127 1.202 -2.186
C -2.315 0.176 -0.307
H 1.750 0.769 -1.337
H 2.176 0.767 0.461
H 3.364 -1.063 1.301
H 0.814 -1.784 -0.349
H 1.170 -1.188 1.420
H 2.791 -2.654 0.549
H -0.201 -0.692 2.772
H -0.033 2.003 0.291
H -0.240 0.170 1.237
H -2.046 1.849 -2.104
H -1.272 0.514 -3.049
H -0.206 1.771 -2.292
H -2.353 -0.692 0.426
H -2.681 1.083 0.191
H -3.094 -0.037 -1.050
*
```

## Properties
Highest occupied orbital energy (alpha / beta)   -2.27 / -2.25 eV
Kohn-Sham gap (alpha / beta)   6.31 / 6.27 eV



Relative energies with respect to the most stable structure, expressed in eV: w 0.000; x 4.710.



w:
ORCA calculation (ωB97M-V/def2-TZVPD) on a 2-piece molecular cluster, C5H7Cl overall.

Structure (ORCA input):
```
! RIJCOSX wB97M-V def2-TZVPD def2/J DEFGRID3
* xyz 0 3
C -1.419 -0.318 -1.044
C 1.594 -1.831 0.254
C -0.729 0.437 -0.247
C 1.529 -0.529 0.191
C -0.831 1.674 0.512
Cl 2.675 0.668 0.444
H -2.437 -0.065 -1.331
H -1.032 -1.227 -1.470
H 2.505 -2.374 0.483
H 0.716 -2.428 0.076
H -0.487 1.524 1.535
H -1.870 2.019 0.540
H -0.215 2.450 0.057
*
```

## Properties
Highest occupied orbital energy (alpha / beta)   -6.74 / -9.54 eV
Kohn-Sham gap (alpha / beta)   7.68 / 8.06 eV



x:
ORCA calculation (ωB97M-V/def2-TZVPD) on one molecule with the formula C5H7Cl.

Structure (ORCA input):
```
! RIJCOSX wB97M-V def2-TZVPD def2/J DEFGRID3
* xyz 0 3
C -0.048 -1.118 0.727
C -1.154 -0.464 -1.982
C 0.194 0.010 0.089
C -0.177 0.238 -1.357
C 1.135 1.112 0.663
Cl 0.742 1.419 -2.247
H 0.284 -1.294 1.793
H -0.539 -2.046 0.491
H -1.223 -0.201 -3.136
H -1.740 -1.251 -1.544
H 2.041 1.041 0.052
H 1.155 1.079 1.840
H 0.697 2.069 0.385
*
```

## Properties
Highest occupied orbital energy (alpha / beta)   -5.72 / -9.96 eV
Kohn-Sham gap (alpha / beta)   6.66 / 7.58 eV



Relative energies with respect to the most stable structure, expressed in eV: w 1.232; x 0.000.